Density functional theory data (the ωB97M-V functional and the def2-TZVPD basis) for 5 unconnected molecules or ions with the total composition C23H48N4O11PS6.

CARTESIAN COORDINATES (ANGSTROEM)
C: 2.65095 -0.31484 0.94491
C: 1.15666 -0.00233 1.03354
O: 0.68928 0.11937 2.11440
N: 0.38396 0.17333 -0.13428
C: 1.16631 0.15748 -1.38477
C: -0.75104 -0.70875 -0.15822
N: -0.39295 -2.16114 0.01157
C: -1.62585 -2.78974 0.35388
N: -1.62696 -3.74875 1.22084
S: -0.12229 -4.23486 1.92107
N: -2.84080 -2.39380 -0.20735
C: -3.16935 -1.03833 0.34638
C: -1.89263 -0.29476 0.80288
P: -2.13904 1.54004 0.68586
O: -1.14450 2.32553 1.64818
O: -3.61286 1.81316 1.30570
S: -1.95046 2.11257 -1.13778
H: 3.14293 0.60886 0.61640
H: 2.86675 -1.10446 0.22404
H: 3.02742 -0.55456 1.93378
H: 1.72651 1.09040 -1.44490
H: 0.48053 0.17697 -2.23627
H: 1.80400 -0.72261 -1.51254
H: -1.18948 -0.61487 -1.15961
H: -0.22886 -2.50630 -0.95454
H: -2.50235 -4.19417 1.48962
H: 0.46325 -3.16986 2.52971
H: -2.71549 -2.27836 -1.21332
H: -3.79692 -1.20752 1.22539
H: -3.70290 -0.40763 -0.36636
H: -1.62788 -0.54881 1.83920
H: -0.34201 2.59124 1.16346
H: -3.78420 1.11732 1.96366
C: -1.55664 4.65154 -5.62575
C: -0.90590 4.07511 -6.88943
C: -0.27107 2.73244 -6.50684
S: -1.23459 2.09849 -5.13174
O: -0.39198 2.06277 -3.95788
O: -1.98760 0.94658 -5.56124
C: -2.33518 3.50025 -4.99661
H: -2.20713 5.49484 -5.85402
H: -0.78210 4.99870 -4.93735
H: -1.67086 3.91666 -7.65259
H: -0.16388 4.75426 -7.30701
H: -0.30632 2.01762 -7.32555
H: 0.75568 2.85651 -6.16635
H: -2.58873 3.66875 -3.95153
H: -3.23385 3.27159 -5.56934
C: -1.13803 -1.62064 5.86864
C: -1.04389 -1.56982 7.39865
C: -1.74731 -2.82072 7.94332
S: -1.59343 -4.07733 6.67092
O: -2.90536 -4.38240 6.15729
O: -0.69445 -5.10679 7.11747
C: -0.75218 -3.04442 5.47820
H: -0.48588 -0.88531 5.39668
H: -2.16470 -1.41233 5.55563
H: 0.00589 -1.57682 7.69905
H: -1.49205 -0.66215 7.80006
H: -1.28377 -3.18324 8.85745
H: -2.80826 -2.64337 8.11090
H: -1.06812 -3.31735 4.47238
H: 0.32022 -3.20641 5.59415
C: 3.01417 -6.78758 -2.36752
C: 3.05817 -6.12376 -0.98664
C: 2.67547 -4.64914 -1.17353
S: 1.60693 -4.59470 -2.60930
O: 2.27458 -3.85363 -3.64307
O: 0.25330 -4.28403 -2.16898
C: 1.70394 -6.33282 -3.00243
H: 3.06600 -7.87265 -2.29749
H: 3.86019 -6.44757 -2.96865
H: 2.33715 -6.61219 -0.32672
H: 4.03942 -6.21650 -0.52362
H: 2.13364 -4.25628 -0.31437
H: 3.55226 -4.03460 -1.37197
H: 1.67556 -6.46645 -4.08151
H: 0.84934 -6.82712 -2.53972
C: 0.48781 6.81477 0.85709
C: 1.90080 7.40727 0.93174
C: 2.88797 6.28624 0.58261
S: 2.00226 5.16103 -0.49930
O: 1.84632 3.89000 0.18068
O: 2.54377 5.24743 -1.82966
C: 0.43755 6.02331 -0.44606
H: -0.27786 7.58875 0.88318
H: 0.32193 6.14714 1.70627
H: 1.99380 8.21851 0.20673
H: 2.11261 7.82308 1.91582
H: 3.76490 6.66329 0.06199
H: 3.19270 5.72985 1.46760
H: -0.37987 5.30474 -0.48564
H: 0.39691 6.68679 -1.30970

## Properties
LUMO, eV: -3.87
Multiplicity: 1
F_max, eV/A: 2.78
Net charge: +1
Kohn-Sham gap, eV: 7.26
Energy, Ha: -4682.1088

Density functional theory data (the ωB97M-V functional and the def2-TZVPD basis) for a molecular structure, C24H16Co2NO6.

CARTESIAN COORDINATES (ANGSTROEM)
C: 1.62851 2.99537 3.72725
C: 0.68269 1.84334 3.77121
C: 0.25694 1.32240 2.55570
C: -0.42007 0.11468 2.55741
C: -1.13001 -0.28725 3.70678
N: -2.20107 -1.05881 3.33877
C: -2.12868 -1.52350 2.03355
C: -1.16565 -0.47378 1.32358
C: -0.78370 0.26954 4.92545
C: 0.16517 1.28182 4.96267
H: 2.23355 2.99461 4.63061
H: 2.28061 2.92485 2.84902
H: 1.07832 3.94240 3.67353
H: 0.46249 1.78667 1.57627
H: -2.87706 -1.29451 4.07876
H: -3.13655 -1.87908 1.67425
H: -2.02229 0.29531 1.07206
H: -1.24553 -0.07365 5.85235
H: 0.56346 1.71108 5.89049
O: 3.76869 -1.52659 -1.54866
C: 2.87349 -1.09917 -0.91570
Co: 1.63226 -0.39663 0.05234
C: 2.12292 -0.90662 1.67204
O: 2.40586 -1.33071 2.73298
C: 1.91478 1.32387 -0.19809
O: 2.15183 2.43867 -0.45624
C: -0.55958 -0.67988 -2.27897
C: 0.39064 -0.56369 -3.32481
C: 0.59306 0.68946 -3.94937
C: 1.57523 0.83654 -4.91934
C: 2.34251 -0.25585 -5.33425
C: 2.10673 -1.50895 -4.75870
C: 1.14725 -1.66887 -3.76974
C: -0.94958 -0.99992 -1.03918
C: -0.44040 -1.03889 0.30761
Co: -2.37446 -0.50968 -2.02346
C: -2.83463 1.17322 -1.62336
O: -3.01856 2.26819 -1.26094
C: -3.62583 -1.41134 -1.16722
O: -4.44218 -1.99150 -0.57427
C: -3.02525 -0.83467 -3.63513
O: -3.46300 -1.06838 -4.69953
H: -0.02668 1.53447 -3.64970
H: 1.74369 1.81600 -5.35999
H: 3.12713 -0.12524 -6.08777
H: 2.68674 -2.36778 -5.08429
H: 0.96067 -2.64428 -3.32490
H: -1.27387 -2.07966 1.38920
H: 0.24941 -1.96360 0.62975

## Properties
LUMO, eV: 1.49
Multiplicity: 1
F_max, eV/A: 8.81
Net charge: -1
Kohn-Sham gap, eV: 5.11
Energy, Ha: -4195.6870
Relative energy (zero: lowest compared OMol25 entry of this formula, charge and spin), kcal/mol: 127.9

Density functional theory data (the ωB97M-V functional and the def2-TZVPD basis) for a molecular structure, H14O7V.

CARTESIAN COORDINATES (ANGSTROEM)
V: 0.12250 -0.10096 -0.21488
O: 0.58049 2.04126 -0.10903
H: 0.04664 2.77484 -0.39280
H: 1.05507 2.40048 0.60547
O: -2.08219 0.75805 0.19890
H: -2.84973 1.02718 -0.23861
H: -2.14880 1.24155 1.00753
O: 0.24547 0.41618 2.00159
H: 0.46696 -0.26292 2.64341
H: 0.66836 1.22687 2.31126
O: 2.06973 0.11717 -1.30555
H: 2.75291 0.63870 -0.85254
H: 1.86161 0.57713 -2.16781
O: -1.38481 -1.83644 0.42375
H: -2.22208 -1.42968 0.59788
H: -1.53651 -2.78892 0.26805
O: -0.78648 -0.12783 -2.16993
H: -0.46595 -0.44646 -3.04458
H: -1.71232 -0.33567 -2.11550
O: 1.51324 -1.71200 0.65545
H: 1.59132 -1.92145 1.55957
H: 2.21457 -2.25709 0.33837

## Properties
LUMO (alpha / beta), eV: -6.84 / -6.84
<S²>: 3.752
Multiplicity: 4
F_max, eV/A: 2.66
Net charge: +2
Kohn-Sham gap (alpha / beta), eV: 8.91 / 12.81
Energy, Ha: -1478.5638
Relative energy (zero: lowest compared OMol25 entry of this formula, charge and spin), kcal/mol: 6.6

Copy entry 3 word for word.
Density functional theory data (the ωB97M-V functional and the def2-TZVPD basis) for a molecular structure, H14O7V.

CARTESIAN COORDINATES (ANGSTROEM)
V: 0.12250 -0.10096 -0.21488
O: 0.58049 2.04126 -0.10903
H: 0.04664 2.77484 -0.39280
H: 1.05507 2.40048 0.60547
O: -2.08219 0.75805 0.19890
H: -2.84973 1.02718 -0.23861
H: -2.14880 1.24155 1.00753
O: 0.24547 0.41618 2.00159
H: 0.46696 -0.26292 2.64341
H: 0.66836 1.22687 2.31126
O: 2.06973 0.11717 -1.30555
H: 2.75291 0.63870 -0.85254
H: 1.86161 0.57713 -2.16781
O: -1.38481 -1.83644 0.42375
H: -2.22208 -1.42968 0.59788
H: -1.53651 -2.78892 0.26805
O: -0.78648 -0.12783 -2.16993
H: -0.46595 -0.44646 -3.04458
H: -1.71232 -0.33567 -2.11550
O: 1.51324 -1.71200 0.65545
H: 1.59132 -1.92145 1.55957
H: 2.21457 -2.25709 0.33837

## Properties
LUMO (alpha / beta), eV: -6.84 / -6.84
<S²>: 3.752
Multiplicity: 4
F_max, eV/A: 2.66
Net charge: +2
Kohn-Sham gap (alpha / beta), eV: 8.91 / 12.81
Energy, Ha: -1478.5638
Relative energy (zero: lowest compared OMol25 entry of this formula, charge and spin), kcal/mol: 6.6

Q: What is the F_max in the third record?
A: 2.66 eV/A